Entry 1:
Molecular formula: C8H11N3
Method: DFT, the ωB97M-V functional and the def2-TZVPD basis

Geometry as ORCA input:
```
! wB97M-V def2-TZVPD RIJCOSX def2/J DEFGRID3
* xyz 0 1
C 2.956 0.791 0.390
C 1.686 1.326 0.497
C 3.082 -0.512 -0.146
C 1.905 -1.133 -0.645
C -0.743 1.215 0.038
C 0.559 0.647 -0.049
C -3.139 0.968 -0.561
C -0.971 -1.722 0.590
N 0.661 -0.575 -0.713
N -1.821 0.371 -0.125
N -1.923 -0.926 -0.019
H 3.823 1.263 0.722
H 1.548 2.305 0.906
H 4.058 -1.111 -0.163
H 1.966 -2.142 -1.047
H -0.984 2.232 0.105
H -3.218 1.985 -0.008
H -3.078 1.076 -1.569
H -3.833 0.221 -0.286
H -1.598 -2.542 0.932
H -0.510 -2.351 -0.237
H -0.426 -1.386 1.387
*
```

Properties
**Gap between HOMO and LUMO (alpha / beta)**: 7.55 / 7.55 eV
**Maximum force**: 4.890 eV Å⁻¹
**Energy above the lowest of the compared OMol25 structures with the same formula, charge and spin**: 78.0 kcal/mol
**HOMO (alpha / beta)**: -7.03 / -7.03 eV

=====

Entry 2:
Molecular formula: C4H11NO2S2
Method: DFT, the ωB97M-V functional and the def2-TZVPD basis

Geometry as ORCA input:
```
! wB97M-V def2-TZVPD RIJCOSX def2/J DEFGRID3
* xyz 0 1
C 2.372 0.634 0.029
C -1.550 -0.181 -1.604
C -2.109 1.111 0.957
C 2.294 -0.645 0.756
N -2.421 -1.683 0.571
O -0.094 -0.171 0.613
O 0.897 -1.732 -1.075
S -1.767 -0.470 0.165
S 0.766 -1.575 0.356
H 3.430 1.037 -0.043
H 2.066 0.351 -0.925
H 1.671 1.458 0.431
H -0.663 0.508 -1.639
H -2.442 0.134 -2.031
H -1.243 -1.045 -2.118
H -1.460 1.159 1.821
H -3.183 1.072 1.323
H -2.035 1.917 0.279
H 2.339 -0.577 1.783
H 3.133 -1.302 0.350
*
```

Properties
**Gap between HOMO and LUMO**: 9.62 eV
**Maximum force**: 3.254 eV Å⁻¹
**Energy above the lowest of the compared OMol25 structures with the same formula, charge and spin**: 119.7 kcal/mol
**HOMO**: -9.08 eV

=====

Entry 3:
Molecular formula: C4H13N3
Method: DFT, the ωB97M-V functional and the def2-TZVPD basis

Geometry as ORCA input:
```
! wB97M-V def2-TZVPD RIJCOSX def2/J DEFGRID3
* xyz 0 1
C -0.691 1.329 -0.051
C -0.476 -0.223 0.207
C -0.846 -0.628 1.603
N -2.267 -0.380 1.888
N 0.869 -0.663 -0.089
C 1.222 -0.742 -1.503
N 2.566 -0.123 -1.666
H -1.677 1.476 -0.470
H -0.654 1.848 0.914
H 0.101 1.669 -0.707
H -1.157 -0.676 -0.525
H -0.199 -0.069 2.300
H -0.629 -1.678 1.735
H -2.573 0.460 1.399
H -2.383 -0.066 2.848
H 1.535 -0.035 0.347
H 0.501 -0.145 -2.081
H 1.335 -1.786 -1.800
H 2.442 0.875 -1.815
H 2.983 -0.443 -2.535
*
```

Properties
**Gap between HOMO and LUMO**: 9.65 eV
**Maximum force**: 1.753 eV Å⁻¹
**Energy above the lowest of the compared OMol25 structures with the same formula, charge and spin**: 20.8 kcal/mol
**HOMO**: -8.69 eV

=====

Entry 4:
Molecular formula: C4H23N2O7S
Method: DFT, the ωB97M-V functional and the def2-TZVPD basis

Geometry as ORCA input:
```
! wB97M-V def2-TZVPD RIJCOSX def2/J DEFGRID3
* xyz 1 1
O -0.486 1.253 0.035
C 0.188 0.410 -0.565
N 1.488 0.768 -0.650
C 2.522 0.188 -1.613
C 3.342 -0.859 -0.826
S 3.808 -0.500 0.879
C -0.435 -0.867 -1.020
N -1.820 -0.793 -0.229
H 1.737 1.675 -0.280
H 2.045 -0.351 -2.418
H 2.950 1.130 -1.949
H 2.731 -1.762 -0.879
H 4.218 -1.126 -1.491
H 3.273 0.700 0.985
H -0.046 -1.837 -0.670
H -0.743 -0.972 -2.063
H -1.506 -0.788 0.751
H -2.408 -0.025 -0.622
H -2.344 -1.649 -0.362
H -2.386 -0.614 3.569
H -0.989 -0.185 3.203
O -1.910 0.037 3.050
H -1.256 -3.483 -1.249
H -2.203 -4.185 -0.048
O -1.884 -3.402 -0.514
H 0.824 -0.406 2.078
H 0.881 -1.937 1.915
O 0.334 -1.167 1.732
H -3.753 1.692 -2.095
H -2.375 1.962 -1.509
O -3.024 1.259 -1.636
H -0.941 4.225 -1.212
H -1.173 3.057 -0.240
O -1.245 3.318 -1.160
H 0.263 1.563 1.877
H 1.424 2.249 2.641
O 0.901 1.419 2.588
*
```

Properties
**Gap between HOMO and LUMO**: 9.36 eV
**Maximum force**: 3.776 eV Å⁻¹
**Energy above the lowest of the compared OMol25 structures with the same formula, charge and spin**: 3.5 kcal/mol
**HOMO**: -12.06 eV